1.
Below is a molecular structure, C7H14N5 in a non-equilibrium geometry, with properties calculated with wB97M-V/def2-TZVPD.

Structure (XYZ):
```
26
Properties=species:S:1:pos:R:3:forces:R:3:lowdin_charge:R:1
C 3.184198 0.903121 2.324894 1.239 1.741 1.032 -0.064
C 2.928017 -0.375122 2.492949 0.033 -4.221 -0.012 -0.070
C 2.602686 1.200141 1.111264 -0.306 1.497 -0.505 -0.134
C 0.258433 1.339747 -1.684220 -3.519 -3.698 2.134 -0.056
C -2.410754 0.790538 0.375958 0.470 0.008 -1.093 -0.004
C -2.013830 -1.319873 -0.982823 -0.777 0.415 -1.584 -0.035
C -1.907178 0.211600 -0.979166 -1.707 0.238 0.232 -0.416
N 2.334945 -0.871728 1.352456 -0.457 0.216 0.985 -0.165
N 2.079973 0.170500 0.427849 1.033 -1.073 4.321 0.080
N 1.596441 -2.075820 1.428522 -0.635 0.521 -1.703 0.095
N -0.638310 0.572863 -1.400867 5.026 3.165 -1.163 0.187
N 1.471637 1.619248 -1.450553 -0.282 0.392 -0.723 0.161
H 3.808542 1.472931 3.023483 -0.719 0.194 -0.646 0.133
H 3.222010 -1.091274 3.312126 -0.576 0.964 -1.069 0.160
H 2.452374 2.237668 0.870780 0.182 -0.012 -1.098 0.122
H -2.221767 -0.066666 0.992907 -0.536 0.102 1.189 0.063
H -1.856119 1.639263 0.715228 0.859 0.389 0.174 0.068
H -3.429754 1.194647 0.385737 -0.015 -0.916 -0.271 0.097
H -1.785499 -1.636232 -2.036547 0.383 -0.302 1.323 0.107
H -3.054206 -1.625458 -0.838754 0.079 0.215 0.205 0.093
H -1.429454 -1.733674 -0.151443 0.182 -0.112 -0.663 0.076
H -2.322791 0.703130 -1.849387 -1.979 -0.403 -0.170 0.158
H 0.608032 -1.872624 1.614624 0.647 -0.058 0.219 0.092
H 1.994834 -2.680850 2.130904 0.147 0.101 -0.032 0.091
H 1.795640 0.833639 -0.727829 0.483 0.195 -0.724 0.036
H 1.942315 2.312289 -1.979064 0.744 0.441 -0.359 0.126
```
Forces are in eV/Å.

## Properties
- HOMO energy: -12.81 eV
- Total charge: +1
- HOMO-LUMO gap: 8.91 eV

2.
Below is 14 unconnected molecules or ions with the total composition H28O14 in a non-equilibrium geometry, with properties calculated with wB97M-V/def2-TZVPD.

Structure (XYZ):
```
42
Properties=species:S:1:pos:R:3:forces:R:3:lowdin_charge:R:1
O -21.974664 -13.441927 9.189716 -1.176 -0.254 1.195 -0.057
H -22.556724 -13.768791 9.907313 0.702 0.411 -0.285 0.094
H -22.247907 -14.029358 8.483698 0.004 -0.513 -0.787 0.015
O -21.148071 -10.740319 8.980004 0.066 0.765 0.604 -0.048
H -21.554100 -11.575217 9.171905 -0.120 -1.043 0.504 -0.026
H -21.377224 -10.640441 8.067425 0.114 0.378 -0.863 -0.044
O -25.255410 -14.057756 7.922144 -0.195 -1.249 -1.481 -0.043
H -24.652648 -13.425626 7.518176 0.117 0.156 0.203 -0.032
H -25.425981 -13.784512 8.793355 -0.276 0.637 1.637 -0.002
O -24.292658 -11.240130 4.524674 -0.573 0.432 0.848 -0.001
H -23.655615 -11.278354 3.831190 0.884 -0.651 -1.365 0.016
H -24.060458 -10.397314 4.918685 -0.359 0.413 0.146 0.053
O -21.831460 -15.773095 7.287902 0.060 0.969 -0.789 -0.046
H -21.270375 -15.455799 6.549197 -0.254 0.170 0.217 0.008
H -21.453645 -16.632024 7.398807 0.164 -0.964 0.550 0.032
O -19.856689 -15.338434 5.193713 -0.320 0.486 1.330 -0.048
H -19.497336 -14.541536 4.772965 -0.122 -0.090 -0.420 -0.005
H -19.777549 -16.038397 4.570545 0.133 -0.737 -0.798 0.038
O -21.171971 -9.808593 6.361013 0.312 0.861 -0.857 -0.042
H -20.339690 -9.338942 6.146011 -0.769 -0.129 0.449 0.086
H -21.858625 -9.358064 5.841407 0.370 -0.065 0.252 0.079
O -19.501450 -13.504226 7.952729 0.516 -0.096 -0.071 -0.066
H -20.369083 -13.526941 8.372309 0.259 0.099 0.209 -0.027
H -19.696856 -13.674219 7.028703 -0.066 -0.014 -0.033 -0.021
O -23.694707 -12.133891 6.973178 0.882 -1.704 0.046 -0.011
H -24.038522 -11.989042 6.103601 -0.827 0.268 -1.543 0.015
H -23.933923 -11.402466 7.485364 -0.437 1.749 1.407 0.066
O -22.329894 -13.564726 3.638143 -0.977 0.265 0.119 -0.039
H -21.778217 -14.004631 3.007139 0.627 -0.762 -0.186 0.044
H -21.859245 -13.491265 4.484359 0.482 -0.119 0.109 0.011
O -21.303894 -12.544243 5.921599 -0.596 -1.269 -0.288 -0.062
H -22.254919 -12.495975 6.173605 1.090 0.371 0.371 0.024
H -20.994111 -11.660849 5.731151 -0.180 0.308 0.044 -0.003
O -19.383681 -11.085316 4.381524 -0.559 1.316 -0.714 -0.052
H -19.957823 -10.350564 4.038331 0.717 -1.281 0.278 0.085
H -19.067693 -10.853840 5.248112 0.281 0.235 0.555 0.058
O -19.107180 -13.485161 3.420004 -0.009 0.764 0.425 -0.055
H -18.179298 -13.637519 3.325398 1.078 -0.788 -0.555 0.050
H -19.037105 -12.603727 3.857076 -0.966 -0.104 -0.378 0.010
O -21.630473 -11.299113 2.568597 0.635 1.905 -1.602 -0.060
H -21.735955 -12.123492 3.017259 -0.408 -1.497 0.873 -0.062
H -21.269969 -11.549637 1.695488 -0.307 0.370 0.645 0.070
```
Forces are in eV/Å.

## Properties
- HOMO energy: -9.75 eV
- HOMO-LUMO gap: 9.18 eV

3.
Below is a single C6H5N3 molecule in a non-equilibrium geometry, with properties calculated with wB97M-V/def2-TZVPD.

Structure (XYZ):
```
14
Properties=species:S:1:pos:R:3:forces:R:3:lowdin_charge:R:1
C 2.291552 -0.093352 0.005852 0.027 1.214 0.279 -0.140
C 1.552700 1.081441 -0.001273 0.995 -1.372 -0.464 -0.047
C -0.860029 1.374267 -0.012185 -1.681 -0.423 0.184 -0.040
C -2.037535 0.706956 0.030356 -0.550 -1.118 0.451 -0.033
C -2.001449 -0.746169 -0.030850 2.238 1.128 0.190 -0.117
C 0.275061 -0.715315 0.014155 -0.718 -1.712 -0.164 -0.369
H 3.349351 -0.223983 0.004101 0.507 0.221 0.020 0.094
H 1.789982 2.100580 -0.121876 0.299 0.823 0.057 0.101
H -0.787006 2.435152 -0.009062 0.216 0.621 0.114 0.125
H -3.004725 1.153614 0.279443 0.520 0.227 -0.621 0.106
H -2.885728 -1.301827 -0.076695 -1.342 -0.671 0.010 0.084
N 0.266299 0.644679 -0.033760 0.217 1.112 0.042 -0.027
N -0.888566 -1.444195 -0.031977 0.002 0.900 0.043 0.150
N 1.510312 -1.173414 0.049702 -0.731 -0.950 -0.143 0.112
```
Forces are in eV/Å.

## Properties
- HOMO energy: -8.59 eV
- HOMO-LUMO gap: 8.90 eV

4.
Below is a single C5H9NO molecule in a non-equilibrium geometry, with properties calculated with wB97M-V/def2-TZVPD.

Structure (XYZ):
```
16
Properties=species:S:1:pos:R:3:forces:R:3:lowdin_charge:R:1
O 0.709348 2.100786 -0.770633 0.644 -4.695 -2.037 -0.007
C 0.898173 0.937467 -1.253299 -0.328 2.688 3.213 -0.119
C 0.835065 -0.389021 -0.322308 -1.904 0.971 -1.726 -0.405
C -0.321124 -0.320509 0.726940 0.503 -1.705 -1.139 -0.189
C -1.739401 -0.389122 0.188304 -0.600 1.170 -2.112 -0.205
C -2.677658 -1.078373 0.818339 0.537 -2.134 2.346 -0.037
N 2.029860 -0.672090 0.380531 2.443 1.186 1.292 0.010
H 1.226720 0.794933 -2.298655 -0.200 0.172 0.080 0.110
H 0.675173 -1.314239 -0.931783 -0.484 1.068 -0.262 0.136
H -0.130834 -1.296631 1.226000 -0.429 0.535 0.270 0.115
H -0.186938 0.469113 1.493209 -0.090 -0.123 -0.746 0.129
H -2.072800 0.106110 -0.827150 0.905 0.011 2.412 0.139
H -3.745243 -0.881674 0.946574 0.213 -0.316 -1.252 0.053
H -2.306324 -1.959643 1.486732 -0.648 2.004 -0.489 0.088
H 1.804509 -0.471178 1.361296 0.951 0.028 -0.356 0.073
H 2.881609 -0.111108 0.097269 -1.512 -0.860 0.506 0.111
```
Forces are in eV/Å.

## Properties
- HOMO energy: -9.40 eV
- HOMO-LUMO gap: 9.88 eV

5.
Below is a single C5H12N2 molecule in a non-equilibrium geometry, with properties calculated with wB97M-V/def2-TZVPD.

Structure (XYZ):
```
19
Properties=species:S:1:pos:R:3:forces:R:3:lowdin_charge:R:1
C 0.845151 0.214215 1.020525 -0.176 -0.418 0.010 -0.226
C 1.799693 -0.340032 -0.090812 -0.971 -0.825 1.841 -0.211
C 1.149574 -0.511480 -1.404371 -0.450 0.211 -0.422 -0.211
C 1.193022 0.466719 -2.315525 0.059 -0.653 0.351 0.001
N -0.420365 -0.516159 1.126205 -0.865 0.813 0.547 -0.077
C -1.615163 0.276359 1.327044 -0.629 0.689 -2.104 -0.307
N -2.459970 0.213048 0.109633 1.439 -0.089 -0.419 -0.006
H 0.713112 1.301045 0.891609 -0.421 -0.315 -0.208 0.109
H 1.252082 0.084459 2.032023 0.930 0.294 -0.440 0.102
H 2.618231 0.343216 -0.204305 0.810 0.020 0.349 0.098
H 2.013297 -1.316082 0.375297 0.929 0.195 -0.649 0.111
H 0.625330 -1.465796 -1.528422 -0.337 0.633 -0.254 0.102
H 0.533897 0.475692 -3.182224 0.551 -0.032 -0.064 0.052
H 1.943950 1.250042 -2.148932 -0.724 0.099 -0.198 0.064
H -0.652415 -1.335278 0.581855 0.580 0.330 -0.280 0.100
H -1.380502 1.332685 1.435138 0.733 0.095 0.327 0.096
H -2.199298 0.068654 2.190894 -0.549 -0.840 0.735 0.090
H -3.452823 0.103435 0.051708 -0.062 0.241 0.435 0.045
H -1.999756 0.722318 -0.653910 -0.846 -0.449 0.445 0.066
```
Forces are in eV/Å.

## Properties
- HOMO energy: -8.10 eV
- HOMO-LUMO gap: 9.29 eV

6.
Below is 3 unconnected molecules or ions with the total composition C4H8N2 in a non-equilibrium geometry, with properties calculated with wB97M-V/def2-TZVPD.

Structure (XYZ):
```
14
Properties=species:S:1:pos:R:3:forces:R:3:lowdin_charge:R:1
C 1.590092 -0.715077 0.233860 -0.063 -0.195 0.153 -0.077
N 0.639816 0.025332 0.841992 0.078 0.189 -0.166 -0.097
C -0.439518 0.452470 0.101625 -0.040 -0.127 0.154 -0.434
C -1.260900 -0.568329 -0.651938 0.014 -0.006 -0.075 -0.068
C -1.151543 1.550754 0.696152 -0.434 0.757 0.379 -0.200
N -1.696911 2.468609 1.151404 0.495 -0.864 -0.433 0.140
H 1.269384 -1.589411 -0.319650 0.046 0.147 0.023 0.064
H 2.544661 -0.789791 0.744502 -0.134 0.026 -0.067 0.075
H 1.421018 0.295186 -1.124189 -0.087 0.056 -0.036 0.094
H 0.980653 0.703251 1.512644 -0.052 -0.068 -0.055 0.153
H 0.661613 0.763503 -1.144867 0.070 -0.058 0.005 0.107
H -2.021515 -0.055150 -1.245025 0.109 -0.069 0.084 0.087
H -0.640635 -1.150652 -1.339374 -0.076 0.110 0.096 0.066
H -1.767443 -1.261486 0.032294 0.073 0.101 -0.062 0.090
```
Forces are in eV/Å.

## Properties
- HOMO energy: -8.54 eV
- HOMO-LUMO gap: 9.04 eV

7.
Below is 2 unconnected molecules or ions with the total composition C4H4O in a non-equilibrium geometry, with properties calculated with wB97M-V/def2-TZVPD.

Structure (XYZ):
```
9
Properties=species:S:1:pos:R:3:forces:R:3:lowdin_charge:R:1
C 1.564230 0.011283 0.019195 -0.529 2.500 0.245 -0.454
C 2.189898 -1.067207 0.032676 1.444 -2.205 0.114 0.223
C 0.217962 0.259925 -0.446168 -2.077 -0.198 -5.100 -0.325
C -0.978853 -0.144798 0.345786 -1.077 1.310 1.769 -0.055
O 1.007825 1.276731 0.098931 0.488 -0.336 0.033 0.079
H 0.095845 0.351250 -1.924974 0.311 -0.317 4.824 0.259
H -0.745184 -0.055930 1.445997 -0.090 0.289 -1.093 0.116
H -1.465909 -1.085760 0.304227 0.665 -1.582 -0.882 0.066
H -1.885810 0.454504 0.124328 0.866 0.538 0.092 0.091
```
Forces are in eV/Å.

## Properties
- HOMO energy: -10.23 eV
- HOMO-LUMO gap: 9.62 eV

8.
Below is a molecular structure, C2H6N2O2 in a non-equilibrium geometry, with properties calculated with wB97M-V/def2-TZVPD.

Structure (XYZ):
```
12
Properties=species:S:1:pos:R:3:forces:R:3:lowdin_charge:R:1
C -0.559443 -1.128681 0.693981 1.418 -0.931 1.260 -0.090
C -0.184308 0.307656 -1.398317 4.756 2.029 1.161 -0.056
H 0.290623 -1.818677 1.282791 -2.573 2.029 -0.963 0.132
H -1.371143 -0.601560 1.379696 1.399 -2.026 -1.216 0.118
H -0.900046 -1.869648 -0.144056 0.091 1.847 1.638 0.099
H -1.161683 0.821915 -1.516402 0.525 -0.844 -0.071 0.071
H 0.772338 1.258031 -1.414162 -3.196 -2.936 -1.075 0.166
H 0.126978 -0.622080 -2.046087 -1.067 2.043 1.259 0.106
N 0.157206 -0.013287 0.050641 -1.017 -0.541 -0.295 -0.214
N 0.749630 0.988348 0.864152 0.071 -1.791 -1.460 -0.371
O 1.187659 1.906601 0.163193 0.137 0.442 2.364 -0.008
O 0.892189 0.771382 2.084569 -0.545 0.680 -2.600 0.047
```
Forces are in eV/Å.

## Properties
- HOMO energy: -9.91 eV
- HOMO-LUMO gap: 10.40 eV